Entry 1:
54
Properties=species:S:1:pos:R:3:forces:R:3:lowdin_charge:R:1 method="wB97M-V/def2-TZVPD" homo_energy_ev=-7.94 relative_energy_kcal_mol=33.3 lumo_energy_ev=0.8 fmax_ev_per_a=0.765 smiles="C=CCc1ccc(OCCCCN2CCC(C)CC2)c(OC)c1"
C 1.555164 2.704935 7.024920 0.0 0.1 0.2 -0.0012
C 1.725851 1.626503 6.284686 0.2 0.0 -0.1 -0.1869
C 2.342981 1.623725 4.918007 -0.1 0.0 0.1 -0.1668
C 1.344218 1.124751 3.905782 0.0 0.0 -0.1 -0.2421
C 0.246151 1.899770 3.569192 0.1 -0.1 0.0 -0.0406
C -0.670089 1.435464 2.647355 0.0 -0.2 -0.1 0.0081
C -0.534491 0.188354 2.046483 0.1 0.1 0.1 -0.1977
C 0.559463 -0.618693 2.409916 -0.2 -0.1 -0.2 -0.1833
C 1.481743 -0.128550 3.325294 0.0 0.0 0.0 0.0237
H 2.328873 -0.734969 3.606903 0.1 -0.1 0.0 0.1059
O 0.646681 -1.867665 1.844258 -0.3 0.4 0.1 -0.1041
C 1.721414 -2.697625 2.202255 0.2 -0.1 0.1 -0.0834
H 1.719544 -2.922914 3.273874 0.0 0.0 0.0 0.0969
H 2.684936 -2.257486 1.923616 0.0 0.0 0.0 0.0970
H 1.574412 -3.620193 1.642142 0.1 0.0 0.1 0.0951
O -1.525024 -0.155445 1.177076 0.0 0.0 0.3 -0.0335
C -1.244891 -1.012864 0.081501 -0.2 -0.4 -0.6 -0.1923
C -2.276433 -0.735290 -1.009378 0.1 0.3 0.4 -0.1625
H -3.266982 -0.955676 -0.608764 0.0 -0.1 0.0 0.1144
C -2.251087 0.712743 -1.498448 0.1 -0.2 -0.1 -0.1790
H -3.128710 0.887039 -2.122918 0.0 0.1 0.0 0.0988
H -2.317585 1.381848 -0.639589 -0.1 0.1 0.0 0.1087
C -0.979903 1.052862 -2.279937 -0.2 0.0 0.1 -0.2068
N -0.724060 0.110345 -3.355163 0.1 0.1 0.0 -0.1797
C -1.587450 0.327807 -4.500660 -0.2 -0.3 0.0 -0.1933
C -1.420329 -0.798832 -5.514993 0.1 0.4 -0.1 -0.1570
C 0.029267 -0.882756 -5.988387 -0.1 -0.4 0.1 -0.4007
C 0.231882 -2.036199 -6.965039 0.0 0.3 0.1 -0.0767
H 1.267083 -2.079336 -7.296516 0.1 -0.1 -0.1 0.0744
H -0.404190 -1.913187 -7.838865 -0.1 0.0 -0.1 0.0745
H -0.016322 -2.983207 -6.490572 0.0 -0.1 0.0 0.0788
C 0.917923 -1.031935 -4.755225 0.0 0.4 -0.1 -0.1595
C 0.664946 0.106679 -3.771920 0.2 -0.3 0.0 -0.1996
H 1.290905 -0.031965 -2.885984 0.0 0.1 0.0 0.1176
H 0.949924 1.067686 -4.242509 0.0 0.0 0.1 0.1275
H 0.691011 -1.978577 -4.261722 0.0 -0.1 0.0 0.1213
H 1.971327 -1.036651 -5.042379 0.1 -0.1 0.0 0.1154
H 0.287311 0.055545 -6.494303 0.0 0.0 0.0 0.1403
H -1.698816 -1.742501 -5.042594 -0.1 -0.1 0.0 0.1210
H -2.088575 -0.627770 -6.361293 0.0 0.0 0.0 0.1161
H -2.622800 0.354121 -4.157176 0.0 0.1 0.0 0.1136
H -1.364985 1.297587 -4.987791 0.0 0.0 0.1 0.1285
H -1.053914 2.089465 -2.657511 0.1 -0.1 0.0 0.1245
H -0.128742 1.018591 -1.596073 0.0 0.0 0.0 0.1115
H -2.074943 -1.400013 -1.849030 0.0 -0.1 0.0 0.1084
H -1.309673 -2.060937 0.396885 0.1 0.2 -0.1 0.1252
H -0.235254 -0.829961 -0.297002 0.0 0.0 0.1 0.1241
H -1.525827 2.030563 2.369300 -0.1 0.1 -0.1 0.1195
H 0.112868 2.869928 4.022987 0.0 0.1 0.1 0.1155
H 3.221541 0.973430 4.919515 0.0 0.1 -0.1 0.1135
H 2.660856 2.635778 4.658523 0.1 0.0 0.0 0.1171
H 1.391554 0.659543 6.637700 -0.1 -0.1 0.1 0.1058
H 1.093917 2.664468 7.997090 -0.1 -0.1 0.2 0.0486
H 1.874625 3.678777 6.690161 0.1 0.2 -0.1 0.0552



Entry 2:
56
Properties=species:S:1:pos:R:3:forces:R:3:lowdin_charge:R:1 method="wB97M-V/def2-TZVPD" homo_energy_ev=-8.81 relative_energy_kcal_mol=65.4 lumo_energy_ev=0.2 fmax_ev_per_a=1.225 smiles="CCCC[N+](CC#Cc1ccccc1)(CCCC)CCCS(=O)(=O)[O-]"
C -0.242812 -1.576836 -3.123659 0.0 0.2 -0.1 -0.0927
C -1.180439 -0.379007 -3.192502 0.0 -0.1 0.1 -0.2363
H -0.622406 0.514617 -3.487897 0.0 0.1 -0.1 0.1060
C -1.910992 -0.118522 -1.867333 -0.1 0.1 0.0 -0.1795
C -0.976520 0.598766 -0.898656 0.2 -0.5 -0.9 -0.1099
H -0.567497 1.479999 -1.399531 -0.1 0.0 0.1 0.1412
H -0.159647 -0.099712 -0.664945 -0.1 0.5 0.0 0.0963
N -1.543378 1.069874 0.411967 0.0 0.3 0.1 -0.2048
C -2.908458 1.659448 0.258558 -0.8 0.2 0.0 -0.1343
C -4.093838 0.686389 0.265248 0.0 0.0 -0.2 -0.1890
H -4.392565 0.465171 1.290744 0.1 -0.1 0.0 0.1174
C -5.300426 1.280525 -0.466696 0.1 0.1 0.2 -0.2509
C -5.854695 2.531609 0.206285 0.0 -0.2 -0.2 -0.1055
H -6.764498 2.852746 -0.293968 -0.1 0.1 0.0 0.0728
H -5.143931 3.353692 0.167663 0.1 0.2 0.0 0.0666
H -6.094657 2.329486 1.247691 0.0 0.0 0.1 0.0766
H -5.029592 1.511456 -1.499213 0.0 -0.1 -0.1 0.1063
H -6.082861 0.521196 -0.497354 0.0 0.0 -0.1 0.1126
H -3.825204 -0.254612 -0.207045 0.0 0.0 0.1 0.1063
H -2.908782 2.223957 -0.677196 0.1 0.0 0.1 0.1390
H -3.050810 2.367810 1.079552 0.2 0.0 -0.1 0.1341
C -0.666602 2.190879 0.900538 0.3 0.5 0.2 -0.1158
C 0.746558 1.978699 0.660758 0.7 0.1 -0.2 -0.0032
C 1.910023 1.809195 0.402179 -1.1 0.3 0.3 0.0518
C 3.252619 1.470548 0.120942 0.6 -0.2 -0.2 -0.2300
C 4.269808 2.421921 0.167954 0.0 0.0 0.0 -0.0370
C 5.569239 2.045270 -0.113863 0.1 0.1 0.0 -0.0860
C 5.856766 0.729790 -0.443068 0.0 0.0 0.0 -0.0838
C 4.842749 -0.214831 -0.490689 0.1 0.0 0.0 -0.0646
C 3.537661 0.143228 -0.210224 0.0 0.1 0.0 -0.0058
H 2.738300 -0.585113 -0.242701 0.0 0.0 0.0 0.0915
H 5.068335 -1.238888 -0.746580 0.0 -0.1 0.0 0.1084
H 6.874482 0.441769 -0.662419 0.1 0.0 0.0 0.1018
H 6.360810 2.779690 -0.076976 0.0 0.0 0.0 0.1019
H 4.036425 3.445108 0.426358 0.0 0.0 0.0 0.1131
H -0.967912 3.106036 0.377250 -0.1 -0.2 0.1 0.1441
H -0.850346 2.323699 1.971191 -0.2 0.0 -0.1 0.1458
C -1.601678 -0.038327 1.413918 -0.1 -0.6 0.6 -0.1179
H -2.346127 0.233725 2.163495 0.0 0.1 -0.1 0.1372
H -1.916583 -0.940781 0.871335 -0.3 0.5 0.1 0.0919
C -0.289594 -0.401435 2.117009 0.1 0.4 0.1 -0.2049
C -0.189354 -1.904479 2.260504 0.1 -0.2 -1.0 -0.1982
H 0.713729 -2.206466 2.777313 0.1 0.0 0.1 0.1005
H -1.060645 -2.364887 2.713441 -0.1 -0.1 0.1 0.1029
S -0.046844 -2.559853 0.545159 0.1 -0.5 0.6 0.4633
O -1.416950 -2.484579 0.019749 0.2 -0.3 -0.1 -0.3688
O 0.847668 -1.595754 -0.115103 0.1 -0.3 0.2 -0.3941
O 0.487230 -3.894028 0.646605 0.0 0.0 0.1 -0.3222
H 0.563801 -0.117663 1.504333 -0.1 0.1 0.2 0.0780
H -0.208208 0.104037 3.085542 0.0 0.0 -0.1 0.1227
H -2.196002 -1.085152 -1.450364 -0.2 0.1 0.0 0.0946
H -2.798255 0.478264 -2.085498 -0.1 0.0 0.1 0.0999
H -1.931933 -0.563682 -3.964517 0.0 0.1 0.0 0.1064
H 0.485976 -1.465404 -2.326980 0.1 -0.1 0.0 0.0502
H -0.808696 -2.481021 -2.916466 0.0 -0.1 0.0 0.0821
H 0.282463 -1.700504 -4.068115 0.1 -0.1 -0.1 0.0719